1.
# C15H15N11O2S2SeTl

A molecular structure, C15H15N11O2S2SeTl in a non-equilibrium geometry (the ωB97M-V functional and the def2-TZVPD basis, OMol25).

Properties
maximum force = 1.0 eV/Å
ΔE to the lowest compared entry with this formula, charge and spin = 13.4 kcal per mole
2S+1 = 1
total energy = -4703.6141 Eh
frontier orbital gap = 4.21 eV
net charge = -1

Cartesian coordinates (Å):
Tl (-0.50632, -0.70405, -0.92342)
S (-0.73142, -3.64146, -1.20515)
C (-1.26960, -4.13036, 0.36142)
C (-1.68312, -5.49559, 0.42749)
N (-2.02049, -6.59881, 0.41684)
C (-1.36161, -3.37077, 1.50416)
S (-0.97714, -1.69546, 1.71297)
C (-1.83800, -4.01738, 2.68255)
N (-2.23302, -4.50245, 3.65283)
N (0.18479, 2.21276, -0.21762)
N (0.75259, 3.24344, -0.96606)
C (2.00345, 3.18645, -1.45547)
N (2.44151, 4.28308, -2.11259)
N (2.71730, 2.11326, -1.18421)
N (3.93257, 1.94440, -1.72983)
O (4.53691, 0.94709, -1.39675)
O (4.42203, 2.77300, -2.52593)
H (-0.82227, 2.26952, -0.25713)
H (0.49171, 2.23075, 0.74810)
H (0.24256, 4.10403, -1.06666)
H (1.79346, 4.96356, -2.46614)
H (3.33172, 4.14021, -2.57361)
C (4.91554, -2.70357, -1.48797)
N (3.81776, -2.24968, -0.66888)
C (3.76301, -2.19367, 0.70083)
C (2.55279, -1.64392, 1.00921)
N (1.88167, -1.34764, -0.14250)
C (2.66448, -1.72256, -1.12393)
H (5.54465, -3.38219, -0.91622)
H (5.51605, -1.85398, -1.81858)
H (4.53296, -3.22837, -2.36177)
H (4.56492, -2.55156, 1.32290)
H (2.11514, -1.46375, 1.97637)
H (2.42392, -1.62841, -2.17107)
Se (-4.24145, 0.86391, -0.46031)
N (-2.69535, 0.78866, 0.40149)
C (-2.82157, 1.53536, 1.49238)
C (-1.81501, 1.70199, 2.47578)
C (-2.06304, 2.52488, 3.53346)
C (-3.30101, 3.21059, 3.66931)
C (-4.29994, 3.06496, 2.75381)
C (-4.08971, 2.21673, 1.63754)
N (-4.98233, 1.99197, 0.68294)
H (-0.89610, 1.13584, 2.39291)
H (-1.30516, 2.64346, 4.29676)
H (-3.45534, 3.84777, 4.53056)
H (-5.25163, 3.56773, 2.85994)

Cartesian forces (eV/Å) of the 3 atoms listed first:
-0.1 -1.0 -0.1
0.0 0.4 -0.2
0.1 0.6 0.4

2.
# C15H15N3O2S

C15H15N3O2S in the gas phase in a non-equilibrium geometry (the ωB97M-V functional and the def2-TZVPD basis, OMol25).

Properties
maximum force = 17.6 eV/Å
ΔE to the lowest compared entry with this formula, charge and spin = 270.9 kcal per mole
SMILES string = O=C(CSc1nccc(=O)[nH]1)N1CCc2ccccc2C1
2S+1 = 1
total energy = -1293.1769 Eh
frontier orbital gap = 8.14 eV

Cartesian coordinates (Å):
O (3.00392, -0.27505, -1.29189)
C (2.44942, 0.13854, -0.33405)
C (2.77161, 1.56294, 0.06744)
S (1.16462, 2.59899, 0.10922)
C (0.07069, 2.06632, -1.10127)
N (-1.17204, 2.30330, -0.74191)
C (-2.04108, 2.02986, -1.50167)
C (-1.99939, 0.97332, -2.39926)
C (-0.68934, 0.19390, -2.58184)
O (-0.32938, -0.69287, -3.43023)
N (0.30482, 0.94103, -1.82390)
N (1.79003, -0.71645, 0.60411)
C (1.77070, -2.16131, 0.17200)
C (0.41476, -2.68644, 0.94644)
C (-0.67010, -1.42593, 0.93171)
C (-1.91815, -1.66828, 0.57192)
C (-2.82990, -0.64242, 0.79836)
C (-2.30706, 0.81662, 1.53030)
C (-1.00654, 0.85630, 1.79882)
C (-0.18978, -0.23955, 1.32068)
C (1.24641, -0.18180, 1.74455)
H (3.37074, 1.86719, 1.04914)
H (3.35340, 1.72567, -0.94788)
H (-3.14224, 2.29031, -1.25398)
H (-2.74964, 0.52804, -3.01973)
H (1.31674, 0.68247, -2.12457)
H (2.52091, -2.59136, 0.24743)
H (1.57062, -2.06011, -0.83200)
H (0.00086, -3.41954, 0.06372)
H (0.66450, -2.86877, 1.86182)
H (-2.33743, -2.33321, 0.08311)
H (-3.84868, -0.55317, 0.62603)
H (-3.20942, 1.30799, 1.69562)
H (-0.69443, 1.71784, 2.38268)
H (1.64177, -0.92685, 2.53770)
H (1.70808, 0.84252, 2.24136)

Cartesian forces (eV/Å) of the 3 atoms listed first:
0.8 -1.4 -3.3
-0.6 -1.8 6.4
0.1 1.8 -1.9

- Which formula does entry 1 have?
  C15H15N11O2S2SeTl